DFT (ωB97M-V/def2-TZVPD) results for 19 unconnected molecules or ions with the total composition C28H101N7O19.

Each line ends with the Mulliken charge.
Atoms and positions in Å:
1 C 2.06219 -5.51745 4.79173  -1.663
2 C 1.26081 -5.44031 3.50172  0.417
3 C 1.66346 -4.16915 2.74232  -0.135
4 O 1.59598 -2.95660 3.32670  -0.516
5 C 1.33612 -1.82409 2.44718  -0.028
6 N 1.63490 -6.66294 2.82987  -0.728
7 H 1.88279 -4.65548 5.43433  0.329
8 H 3.12727 -5.61513 4.58159  0.374
9 H 1.85793 -6.46292 5.29420  0.477
10 H 0.23535 -5.50525 3.86547  0.133
11 H 1.23330 -4.27174 1.74606  0.222
12 H 2.73205 -4.25461 2.54502  0.042
13 H 0.26792 -1.77675 2.23545  0.191
14 H 1.98904 -1.77582 1.57571  0.034
15 H 1.43581 -0.99730 3.15043  0.233
16 H 2.61762 -6.62866 2.59927  0.308
17 H 1.57842 -7.39160 3.52699  0.315
18 C -6.95699 3.34833 5.04206  -1.401
19 C -5.39592 3.55466 5.14733  0.372
20 C -4.80279 3.97801 3.74896  -0.862
21 O -4.76554 2.87006 2.93761  -0.251
22 C -4.84180 3.04910 1.53946  -0.522
23 N -5.13880 4.66356 6.13128  -0.684
24 H -7.42118 3.39949 6.02694  0.431
25 H -7.13645 2.36605 4.60501  0.310
26 H -7.40347 4.15360 4.45869  0.334
27 H -4.92871 2.60410 5.40469  0.298
28 H -3.86894 4.49726 3.96441  0.364
29 H -5.34434 4.86742 3.42681  0.452
30 H -4.59431 2.17055 0.94364  -0.265
31 H -4.23275 3.85146 1.12306  0.389
32 H -5.86084 3.39510 1.36644  0.469
33 H -4.17730 4.95885 6.03940  0.268
34 H -5.76755 5.44559 6.01635  0.241
35 C 4.38646 1.91386 3.29053  -0.837
36 C 3.54364 2.95679 3.94663  0.556
37 C 4.40178 3.91718 4.73673  -1.043
38 O 5.31178 4.66985 3.96493  -0.269
39 C 6.10597 5.48953 4.75111  -0.850
40 N 2.78003 3.60925 2.94907  -0.731
41 H 3.85248 1.35537 2.52173  -0.181
42 H 4.73240 1.22841 4.06421  0.415
43 H 5.22313 2.28846 2.70082  0.335
44 H 2.98190 2.32674 4.63626  0.385
45 H 4.94033 3.34864 5.49490  0.411
46 H 3.74730 4.62510 5.24524  0.437
47 H 5.65110 6.08147 5.54534  0.319
48 H 6.39188 6.28974 4.06846  0.262
49 H 7.01167 4.91053 4.93161  0.313
50 H 3.36816 3.87693 2.17283  0.157
51 H 2.17536 2.89682 2.56578  0.486
52 C -5.36385 -3.52581 -0.50924  -1.427
53 C -5.03675 -3.40984 1.00499  0.343
54 C -4.26251 -4.64219 1.48296  -1.100
55 O -2.97377 -4.56786 0.84754  -0.104
56 C -2.00806 -5.48716 1.19874  -0.840
57 N -4.36922 -2.16142 1.28386  -0.138
58 H -4.64588 -3.12838 -1.22664  0.170
59 H -6.35471 -3.14682 -0.75954  0.398
60 H -5.57571 -4.55452 -0.80073  0.427
61 H -5.95978 -3.37794 1.58388  0.483
62 H -4.81709 -5.54672 1.23323  0.449
63 H -4.26559 -4.73378 2.56910  0.460
64 H -1.74435 -5.40082 2.25283  0.272
65 H -1.24081 -5.38808 0.43088  0.129
66 H -2.38859 -6.48754 0.99249  0.426
67 H -4.27585 -1.91697 2.25937  0.217
68 H -3.40743 -2.37423 1.06078  -0.025
69 C 0.18226 -0.64622 -0.85557  -0.484
70 C -1.11111 -0.19361 -0.22285  1.215
71 C -1.37682 1.32370 -0.55489  -0.277
72 O -0.43932 1.94907 0.19404  -0.461
73 C -0.21429 3.35335 -0.15645  -0.584
74 N -2.24877 -0.94941 -0.80380  0.182
75 H 0.14389 -0.78710 -1.93575  0.031
76 H 0.56243 -1.58957 -0.46356  -0.217
77 H 0.86818 0.16371 -0.60729  0.209
78 H -1.18226 -0.35946 0.85211  -0.348
79 H -2.34651 1.63203 -0.16408  -0.162
80 H -1.27979 1.65349 -1.58926  0.547
81 H 0.79839 3.57041 0.18335  0.307
82 H -0.97281 3.99376 0.29369  0.216
83 H -0.36485 3.62282 -1.20182  0.019
84 H -2.58172 -0.57372 -1.68021  0.011
85 H -2.98639 -0.61541 -0.20010  -0.126
86 C 1.05515 3.60084 -8.36947  -1.435
87 C 1.90846 2.56754 -7.56833  0.390
88 C 1.61696 2.54733 -6.03850  -0.526
89 O 2.42829 1.53231 -5.32166  -0.516
90 C 1.82777 1.27627 -4.06340  -0.417
91 N 1.62027 1.27606 -8.15610  -0.734
92 H 1.33634 4.59614 -8.02539  0.366
93 H -0.01765 3.41645 -8.31287  0.307
94 H 1.17873 3.51680 -9.44918  0.421
95 H 2.97471 2.71716 -7.73816  0.318
96 H 0.58093 2.31321 -5.79369  0.150
97 H 1.83147 3.51208 -5.57880  0.411
98 H 1.50888 2.24440 -3.67722  0.370
99 H 2.60041 0.84259 -3.42854  0.121
100 H 0.95002 0.66996 -4.28714  0.214
101 H 1.73438 0.70040 -7.33410  0.245
102 H 0.61369 1.22385 -8.22063  0.302
103 C 5.25715 -3.59344 -0.55869  -1.673
104 C 4.31229 -3.15742 -1.62809  0.660
105 C 2.82631 -3.54598 -1.49232  1.455
106 O 2.80152 -5.00251 -1.44740  -0.403
107 C 2.89306 -5.59913 -2.73393  -0.769
108 N 4.46170 -1.74330 -1.82237  -0.504
109 H 5.50675 -4.65447 -0.56204  0.312
110 H 4.94631 -3.32844 0.45188  0.166
111 H 6.18360 -3.01924 -0.56778  0.432
112 H 4.68206 -3.61021 -2.54807  0.370
113 H 2.18869 -3.16691 -2.29097  -0.300
114 H 2.41427 -3.22295 -0.53631  -0.928
115 H 2.66299 -6.65815 -2.61717  0.292
116 H 3.87365 -5.51021 -3.20150  0.285
117 H 2.05640 -5.18369 -3.29563  0.299
118 H 3.87395 -1.61260 -2.63328  0.094
119 H 5.32864 -1.40628 -2.21600  0.239
120 O -2.59497 -0.19361 -3.96221  -0.600
121 H -2.38666 0.65683 -4.34899  0.284
122 H -2.95739 -0.70422 -4.68620  0.291
123 O -0.58073 -2.02355 -3.93146  -0.645
124 H -0.70339 -2.80024 -3.38561  0.383
125 H -1.40379 -1.54148 -3.85131  0.288
126 O 1.53300 1.23550 1.73227  -0.304
127 H 0.89633 1.36842 1.02998  0.357
128 H 2.35503 1.04877 1.27880  0.321
129 O 3.68759 0.01481 0.36772  -0.538
130 H 3.90279 -0.30587 -0.50811  0.252
131 H 4.08093 -0.62517 0.96097  0.149
132 O -2.32964 2.49467 -4.81507  -0.687
133 H -2.26746 3.03220 -4.02549  0.376
134 H -2.04432 3.07318 -5.52230  0.309
135 O 3.03268 4.02131 -0.73002  -0.599
136 H 3.70295 4.51601 -0.25859  0.282
137 H 3.50037 3.26912 -1.09293  0.251
138 O -2.61961 3.81637 -2.60927  -0.698
139 H -2.50400 4.64632 -2.14659  0.305
140 H -3.41616 3.44121 -2.23379  0.250
141 O -1.41501 -3.94056 -1.87214  -0.678
142 H -1.75078 -4.70971 -1.41181  0.242
143 H -1.76309 -3.19617 -1.38127  0.253
144 O 1.23419 6.10754 -1.32222  -0.623
145 H 1.97683 5.50425 -1.29445  0.360
146 H 0.64980 5.73847 -1.98442  0.278
147 O -6.30221 0.21215 0.42383  -0.728
148 H -5.79664 0.62376 -0.27704  0.254
149 H -5.81442 -0.58361 0.63611  0.339
150 O 2.26334 -2.21316 -4.45094  -0.599
151 H 2.38224 -1.57866 -5.15769  0.252
152 H 1.37447 -2.05465 -4.13312  0.308
153 O -3.09349 0.55537 3.08984  -0.655
154 H -2.84040 0.30696 2.20075  0.297
155 H -3.24571 1.49913 3.04120  0.328

Computed properties:
Highest occupied orbital energy (eV): -8.39